Entry 1:
Molecular formula: C35H56BF6NO12S
Method: DFT, ωB97M-V/def2-TZVPD

ORCA input file:
```
! wB97M-V def2-TZVPD RIJCOSX def2/J DEFGRID3
* xyz 0 1
C 0.07 2.26 2.78
C 0.36 0.84 3.30
O 0.01 -0.11 2.30
C 1.15 -0.51 1.54
C 0.86 -1.54 0.45
C 0.39 -1.06 -0.95
C 1.45 -0.08 -1.52
F 1.41 1.16 -0.93
F 2.72 -0.50 -1.18
C 1.54 0.19 -3.02
C 1.10 1.41 -3.51
C 1.19 1.74 -4.83
C 1.74 0.87 -5.75
C 2.21 -0.33 -5.28
C 2.86 -1.31 -6.24
F 3.94 -1.90 -5.74
F 3.23 -0.65 -7.36
F 1.96 -2.23 -6.62
C 2.11 -0.64 -3.95
C -1.12 -0.60 -1.05
B -2.15 -1.57 -0.24
O -2.13 -1.67 1.15
O -3.15 -2.28 -0.88
C -3.19 -3.69 -0.61
C -4.50 -4.00 0.20
C -1.35 0.83 -0.49
C -2.60 1.15 0.32
F -1.18 1.83 -1.47
C -1.60 -0.61 -2.55
C -3.05 -0.10 -2.78
C -3.12 1.19 -3.67
C -4.19 2.20 -3.13
C -3.65 3.61 -3.41
O -4.37 4.58 -2.66
C -3.66 5.79 -2.58
C -1.46 -1.94 -3.30
C -1.75 -1.73 -4.81
C -3.00 -2.46 -5.31
O -3.13 -2.68 -6.49
O -4.01 -2.89 -4.43
C -4.02 -4.25 -4.24
C -5.31 -4.77 -3.65
O -3.08 -4.96 -4.49
O -0.12 -2.51 -3.31
S 0.55 -2.65 -1.89
O 1.92 -3.05 -1.98
O -0.15 -3.68 -1.16
H 1.00 2.69 2.37
H -0.71 2.27 2.03
H -0.25 2.91 3.61
H 1.39 0.72 3.67
H -0.32 0.67 4.15
H 1.81 -1.02 2.26
H 1.70 0.39 1.24
H 0.26 -2.34 0.89
H 1.81 -2.07 0.31
H 0.66 2.16 -2.86
H 0.82 2.71 -5.17
H 1.81 1.18 -6.79
H 2.53 -1.60 -3.65
H -1.79 -2.52 1.45
H -2.36 -4.06 -0.01
H -3.27 -4.22 -1.56
H -5.16 -4.69 -0.32
H -4.21 -4.38 1.19
H -4.99 -3.04 0.40
H -0.54 1.01 0.21
H -2.65 2.24 0.43
H -3.58 0.82 -0.03
H -2.46 0.77 1.34
H -1.01 0.11 -3.14
H -3.69 -0.82 -3.30
H -3.61 0.15 -1.87
H -3.40 0.89 -4.68
H -2.17 1.74 -3.67
H -5.15 2.07 -3.63
H -4.24 2.11 -2.04
H -3.67 3.86 -4.48
H -2.60 3.69 -3.09
H -3.05 5.95 -3.48
H -4.37 6.63 -2.52
H -3.03 5.86 -1.68
H -2.14 -2.72 -2.98
H -0.93 -2.13 -5.42
H -1.84 -0.68 -5.08
H -5.48 -4.30 -2.68
H -5.27 -5.85 -3.53
H -6.13 -4.50 -4.32
C 7.14 -0.42 7.17
O 5.91 -0.58 7.85
C 5.73 0.31 8.96
C 4.76 1.43 8.64
N 5.32 2.39 7.70
C 4.35 3.29 7.07
C 3.14 2.70 6.34
O 3.43 2.06 5.11
C 3.99 0.76 5.24
H 7.28 -1.30 6.55
H 7.14 0.46 6.52
H 7.98 -0.35 7.87
H 6.69 0.69 9.32
H 5.30 -0.30 9.76
H 4.50 1.95 9.57
H 3.85 0.96 8.25
H 5.81 1.90 6.97
H 4.90 3.89 6.35
H 3.98 3.97 7.85
H 2.50 3.55 6.07
H 2.53 2.06 6.98
H 3.54 0.20 6.07
H 5.07 0.83 5.36
H 3.79 0.21 4.32
*
```

Summary:
* HOMO-LUMO gap: 9.32 eV

=====

Entry 2:
Molecular formula: C35H56BHfN10OSe
Method: DFT, ωB97M-V/def2-TZVPD

ORCA input file:
```
! wB97M-V def2-TZVPD RIJCOSX def2/J DEFGRID3
* xyz 3 1
Hf 0.62 1.19 -0.12
C -1.52 2.83 -4.58
C -0.21 2.13 -4.22
C 1.00 3.00 -3.84
C -0.41 0.88 -3.42
C -0.77 -0.25 -4.13
C -1.22 -1.20 -3.21
C -1.77 -2.56 -3.69
C -3.13 -3.02 -3.11
C -0.64 -3.61 -3.71
N -1.12 -0.68 -1.97
N -0.53 0.67 -2.09
B -0.98 -1.46 -0.58
N 0.56 -1.72 -0.27
N 1.48 -0.72 -0.68
C 2.72 -1.32 -0.63
C 2.63 -2.59 -0.14
C 1.26 -2.84 0.04
C 0.79 -4.19 0.59
C 1.60 -5.31 -0.07
C -0.70 -4.56 0.65
C 4.00 -0.63 -1.01
C 4.92 -0.50 0.23
C 3.75 0.62 -1.82
N -1.68 -0.55 0.54
N -1.19 0.77 0.93
C -1.93 1.19 2.01
C -2.80 0.17 2.36
C -2.67 -0.88 1.41
C -3.67 -2.02 1.40
C -3.89 -2.91 0.18
C -3.63 -2.83 2.73
C -1.93 2.45 2.84
C -1.08 3.64 2.40
C -1.81 2.06 4.32
H -1.33 3.66 -5.31
H -2.09 3.27 -3.73
H -2.17 2.07 -5.06
H 0.09 1.76 -5.20
H 0.79 3.77 -3.10
H 1.41 3.50 -4.78
H 1.82 2.37 -3.44
H -0.75 -0.41 -5.22
H -1.92 -2.37 -4.77
H -2.96 -3.49 -2.12
H -3.60 -3.78 -3.76
H -3.81 -2.16 -3.02
H -0.37 -3.99 -2.68
H 0.29 -3.15 -4.12
H -0.89 -4.53 -4.28
H -1.57 -2.54 -0.66
H 3.49 -3.20 0.07
H 1.13 -4.11 1.62
H 1.44 -5.34 -1.16
H 1.34 -6.32 0.34
H 2.69 -5.16 0.09
H -1.13 -4.76 -0.36
H -1.30 -3.76 1.13
H -0.87 -5.46 1.27
H 4.52 -1.39 -1.60
H 4.35 -0.11 1.11
H 5.79 0.19 0.02
H 5.35 -1.51 0.51
H 2.74 1.04 -1.68
H 3.84 0.47 -2.91
H 4.49 1.43 -1.65
H -3.56 0.18 3.14
H -4.61 -1.48 1.57
H -3.05 -3.60 -0.01
H -3.98 -2.27 -0.71
H -4.85 -3.49 0.32
H -2.64 -3.34 2.87
H -4.43 -3.59 2.75
H -3.74 -2.18 3.64
H -2.95 2.79 2.74
H 0.00 3.48 2.34
H -1.19 4.50 3.10
H -1.42 4.01 1.43
H -0.76 1.75 4.55
H -2.44 1.19 4.55
H -2.09 2.91 4.98
Se 3.30 2.58 1.41
N 1.86 1.44 1.55
C 1.81 0.88 2.79
C 0.93 -0.13 3.25
C 1.07 -0.61 4.54
C 2.05 -0.06 5.43
C 2.90 0.97 5.06
C 2.84 1.44 3.69
N 3.70 2.28 3.14
H 0.19 -0.51 2.55
H 0.47 -1.43 4.89
H 2.02 -0.45 6.46
H 3.56 1.50 5.74
C 1.58 6.50 0.33
N 1.30 5.08 0.25
C 0.39 4.47 -0.52
N -0.59 5.13 -1.17
O 0.44 3.18 -0.62
H 2.65 6.57 0.56
H 1.01 6.96 1.15
H 1.38 7.00 -0.65
H 1.93 4.39 0.71
H -0.70 6.12 -1.03
H -1.24 4.57 -1.68
*
```

Summary:
* energy relative to the best compared isomer or geometry (same formula, charge and spin): 0.00 kcal per mole
* HOMO-LUMO gap: 6.10 eV

=====

Entry 3:
Molecular formula: C35H56ClN5O2SScSi
Method: DFT, ωB97M-V/def2-TZVPD

ORCA input file:
```
! wB97M-V def2-TZVPD RIJCOSX def2/J DEFGRID3
* xyz 1 1
Sc -0.39 -0.43 0.36
Cl -2.21 -7.85 0.70
C -1.90 -6.15 0.84
C -1.99 -5.54 2.09
C -1.74 -4.19 2.23
C -1.36 -3.40 1.12
O -1.06 -2.15 1.27
C -1.31 -4.04 -0.14
C -1.13 -3.26 -1.33
N -0.82 -2.01 -1.38
C -1.07 -1.39 -2.64
C -0.46 -1.71 -3.82
C -0.87 -1.07 -5.01
C -1.89 -0.16 -5.00
C -2.54 0.17 -3.79
C -3.63 1.06 -3.69
C -4.17 1.32 -2.46
C -3.59 0.74 -1.32
N -2.59 -0.10 -1.36
C -2.09 -0.41 -2.59
C -1.58 -5.41 -0.27
H -2.26 -6.13 2.95
H -1.81 -3.72 3.20
H -1.38 -3.76 -2.26
H 0.32 -2.46 -3.84
H -0.38 -1.32 -5.94
H -2.22 0.30 -5.92
H -4.03 1.53 -4.59
H -5.01 2.00 -2.35
H -3.95 1.02 -0.34
H -1.56 -5.87 -1.24
C 2.04 -4.08 0.52
N 2.40 -2.67 0.50
C 3.41 -2.44 -0.52
C 2.89 -2.21 1.80
C 2.39 -0.83 2.20
N 0.93 -0.74 2.51
C 0.55 -1.84 3.41
C 0.72 0.49 3.28
H 2.90 -4.73 0.74
H 1.63 -4.37 -0.45
H 1.27 -4.26 1.27
H 4.31 -3.06 -0.35
H 3.72 -1.40 -0.52
H 3.01 -2.69 -1.51
H 3.99 -2.15 1.80
H 2.65 -2.94 2.56
H 2.61 -0.11 1.42
H 2.95 -0.53 3.10
H -0.46 -1.67 3.77
H 1.23 -1.87 4.27
H 0.57 -2.80 2.90
H 1.34 0.50 4.18
H -0.32 0.56 3.59
H 0.96 1.36 2.68
C -3.53 1.22 3.39
S -2.73 -0.20 2.66
C -4.15 -1.04 1.98
O -2.02 0.42 1.46
H -4.18 1.70 2.67
H -2.73 1.90 3.69
H -4.09 0.89 4.27
H -4.75 -1.43 2.81
H -3.77 -1.86 1.38
H -4.74 -0.35 1.38
C 3.02 0.18 -3.05
C 2.04 -0.09 -2.01
N 1.27 -0.29 -1.19
H 3.11 -0.69 -3.70
H 3.98 0.40 -2.59
H 2.69 1.05 -3.63
C -0.46 3.43 1.64
Si 0.52 2.47 0.30
C -0.04 3.45 -1.31
C 0.81 3.11 -2.54
C -1.46 2.99 -1.63
C -0.14 4.98 -1.18
C 2.41 3.01 0.65
C 2.65 4.49 0.30
C 2.79 2.90 2.14
C 3.43 2.20 -0.14
H -0.11 4.46 1.74
H -0.43 2.99 2.64
H -1.52 3.48 1.35
H 0.78 2.03 -2.75
H 1.85 3.41 -2.44
H 0.41 3.61 -3.43
H -1.46 1.93 -1.91
H -1.86 3.55 -2.49
H -2.15 3.13 -0.80
H 0.82 5.48 -1.09
H -0.74 5.27 -0.32
H -0.63 5.38 -2.07
H 1.96 5.16 0.81
H 2.58 4.68 -0.77
H 3.66 4.77 0.61
H 2.09 3.42 2.79
H 3.77 3.37 2.29
H 2.89 1.88 2.49
H 3.29 2.32 -1.22
H 3.40 1.13 0.09
H 4.45 2.55 0.08
*
```

Summary:
* HOMO-LUMO gap: 6.33 eV

=====

| no. | E_HOMO (eV) |
| --- | --- |
| 1 | -8.87 |
| 2 | -16.26 |
| 3 | -8.98 |